[1]
Molecular formula: C25H19InN2O10PS
Method: DFT, ωB97M-V with the def2-TZVPD basis set

Each line ends with the Mulliken charge.
Geometry (Å):
H  -3.7174  -1.6196  -4.2541  0.442
C  -4.9319  0.0855  -3.7988  -0.525
H  -3.8930  2.8653  -2.1782  0.500
C  2.0310  -0.3907  4.4000  -0.580
O  -1.6171  -3.4510  0.5641  -0.618
N  1.0397  -0.3003  1.8389  0.226
H  1.3338  1.6335  4.5538  0.491
H  0.3289  4.1638  -1.8499  0.385
H  2.2966  2.9559  -6.0491  0.430
C  0.9445  0.7647  2.6118  0.287
O  3.3247  0.6900  -1.6759  -0.716
C  -4.9794  1.3430  -3.2199  -0.761
O  -0.8511  1.6142  1.3688  -0.585
C  -1.6932  5.6857  0.3892  -0.666
O  1.3515  1.5055  -0.4983  -0.621
O  -1.3655  -1.4624  1.2244  -0.663
H  -1.7948  6.6195  0.9211  0.439
C  -2.4632  3.4550  -0.0551  -0.453
N  -1.5271  -2.2966  0.3084  1.186
C  1.6162  -2.5412  1.3052  0.256
H  2.5668  -2.4253  3.9185  0.571
C  -2.6057  4.6633  0.6021  -0.791
C  -0.0262  2.0048  -3.1117  -0.670
C  1.6250  -1.4009  2.2802  0.680
C  2.1294  -1.5009  3.5744  -0.897
In  -0.2394  -0.2465  -0.2251  2.095
H  3.2075  1.7673  -4.0445  0.580
H  -5.8965  1.9123  -3.2377  0.451
C  -3.8564  1.8747  -2.6076  0.018
H  -0.1089  3.5008  -6.1463  0.458
C  -2.6341  -0.1378  -3.1544  -0.775
C  -0.4966  4.3051  -1.1678  -0.767
S  1.9069  0.7929  -1.6710  1.509
C  -2.6871  1.1228  -2.5574  0.268
O  1.1948  -0.5100  -1.7874  -0.749
H  -3.4190  4.8048  1.2969  0.436
P  -1.1652  1.6669  -1.7309  1.520
O  -1.6058  -1.8750  -0.8488  -0.637
O  2.2725  -3.6007  1.7111  -0.450
H  1.2731  3.2444  2.7822  0.380
H  2.3969  -0.4310  5.4145  0.472
C  0.2964  2.9986  -5.2813  -0.749
C  1.3237  1.7007  -3.0805  0.377
C  -3.7538  -0.6478  -3.7854  -0.807
C  1.4409  0.7686  3.9152  -1.033
H  -1.7137  -0.7130  -3.1087  0.414
O  1.0229  -2.4679  0.2542  -0.522
C  -0.6477  5.5083  -0.5007  -0.720
C  2.1659  2.0354  -4.1205  -0.515
H  -5.8177  -0.3269  -4.2569  0.411
C  -1.4030  3.2745  -0.9426  0.539
H  0.0614  6.3039  -0.6675  0.462
O  0.4220  3.1228  2.3358  -0.418
H  -1.5946  2.9010  -4.2780  0.505
C  0.1180  1.8769  2.0341  0.837
C  -0.5425  2.6578  -4.2326  -0.253
C  1.6485  2.6927  -5.2282  -0.696
H  2.2112  -4.3332  1.0712  0.400
H  -3.1459  2.6384  0.1400  0.611

The calculation puts the orbital gap at 7.89 eV. As for the charge: +1. Its multiplicity is 1. As for the HOMO energy: -11.65 eV.


[2]
Molecular formula: C25H19N4O2SbSe4V
Method: DFT, ωB97M-V with the def2-TZVPD basis set

Each line ends with the Mulliken charge.
Geometry (Å):
Se  -1.2091  -0.3788  -1.0426  0.297
H  1.5536  -3.8211  2.4514  0.399
H  0.3611  -1.3115  -4.0109  0.388
Se  -3.2561  -2.2138  -4.1646  -0.589
H  2.9201  0.0024  -8.0297  0.381
H  6.7753  1.9638  -2.2057  0.406
V  0.2832  0.4185  0.0957  -0.848
H  -0.3102  4.1121  4.0298  0.423
C  1.5069  1.0505  -1.7210  0.259
Se  -3.9080  -3.3679  -0.4656  -0.628
C  0.4397  2.2669  3.2942  -0.883
H  4.4048  -1.9213  -4.1205  0.497
H  8.0569  -0.0294  -2.9172  0.396
H  6.8649  -1.9731  -3.8806  0.377
H  4.3216  2.0002  -2.4351  0.418
N  0.4469  -0.8747  1.3298  0.488
C  2.3631  -0.3000  -7.1511  -0.830
C  0.9004  -0.0389  2.3247  0.689
H  2.1913  0.1156  4.0540  0.308
C  -0.4040  3.3424  3.2759  -0.335
C  0.2901  1.2617  2.3146  0.556
C  6.3108  -1.0946  -3.5749  -0.945
C  1.4104  -2.7517  2.4140  -0.795
O  0.8323  1.9009  -1.0827  -0.597
H  2.6265  -2.3018  4.1543  0.422
C  4.8814  1.1345  -2.7642  -0.181
H  3.8389  0.4557  -5.7953  0.408
C  1.9987  -1.8965  3.3725  -0.311
N  -0.6201  1.4278  1.2981  0.250
Sb  -3.3550  -1.4495  -1.8666  0.616
C  6.2638  1.1098  -2.6317  -0.924
C  0.6727  -2.2096  1.4063  -0.168
C  6.9807  -0.0045  -3.0342  -0.321
C  1.1360  -0.9336  -7.2794  -0.402
C  0.4268  -1.3109  -6.1492  -0.840
C  4.9345  -1.0695  -3.7160  -0.030
H  1.2021  2.1722  4.0547  0.312
C  4.2092  0.0511  -3.3128  -1.054
C  2.2995  -0.9412  -2.1972  -0.257
N  2.0582  1.2409  -2.9383  -0.074
H  0.7243  -1.1283  -8.2619  0.393
Se  -5.1544  0.1939  -1.7625  -0.641
C  2.6854  -0.0004  -3.3886  3.322
N  1.7532  -0.1617  -1.2034  -0.015
H  -2.1116  4.2517  2.2781  0.399
C  1.7558  -0.5536  3.3246  -0.932
C  -1.4105  3.4303  2.2893  -0.712
H  0.2433  -2.8029  0.6089  0.443
C  2.1672  -0.4057  -4.7524  -0.134
H  -2.2058  2.4988  0.5173  0.462
H  -0.5335  -1.8015  -6.2280  0.368
O  2.5354  -2.1184  -2.1263  -0.639
C  2.8797  -0.0382  -5.8924  -0.272
H  1.7511  1.9641  -3.5659  0.297
C  0.9357  -1.0351  -4.8898  -0.378
C  -1.4802  2.4738  1.3210  -0.241

The calculation puts the orbital gap (spin up / spin down) at 4.84 / 4.81 eV. As for the charge: -1. Its multiplicity is 1. As for the HOMO energy (spin up / spin down): -3.58 / -3.58 eV.


[3]
Molecular formula: C25H20AlN7OS
Method: DFT, ωB97M-V with the def2-TZVPD basis set

Each line ends with the Mulliken charge.
Geometry (Å):
Al  0.4043  -0.9757  -0.8389  0.310
N  -0.7945  1.3256  -0.3004  -0.531
C  1.6780  4.4120  -1.1444  -0.711
C  1.3267  -1.5064  3.7507  -0.375
H  3.7320  4.9826  -1.3459  0.419
C  1.8381  -1.5325  1.4112  0.331
H  4.5602  2.6459  -1.3600  0.428
C  -4.7917  1.3528  2.2447  -0.215
C  -4.9075  0.2903  1.3320  0.684
H  -5.6673  2.3268  3.9178  0.399
C  -1.8080  0.5058  -0.3486  0.013
H  1.3529  -1.1021  -3.0387  0.499
C  -6.8342  0.6383  3.2781  -0.458
H  -6.0729  -1.4127  0.6938  0.381
C  0.7880  3.3699  -0.9931  -0.473
H  4.9426  -2.0253  -0.8868  0.500
H  6.2012  -2.1122  -3.0234  0.432
H  1.6306  -1.5404  4.7866  0.457
H  -4.0008  -0.7369  -0.2232  0.275
C  2.6212  1.8008  -1.1192  0.137
N  2.7462  -1.6520  0.4115  -0.844
H  2.9971  0.7902  -1.0969  0.280
C  2.4193  -1.3440  -3.0848  0.228
C  -5.7562  1.5171  3.2121  -0.641
H  -1.4123  -1.2786  1.7698  0.578
H  -0.7823  -1.3341  4.1666  0.461
N  -3.9113  0.0736  0.4114  0.339
C  3.0714  -1.5874  -1.8650  0.450
C  -6.9481  -0.4136  2.3740  -0.670
C  3.1182  -1.3930  -4.2646  -1.192
C  1.2530  2.0446  -0.9595  0.586
N  0.5258  -1.3830  1.0838  0.170
H  -7.7832  -1.0927  2.4337  0.393
N  0.3561  0.9855  -0.8127  0.754
C  3.0392  4.1599  -1.2602  -0.480
C  -0.3746  -1.3438  2.0719  0.157
H  3.3188  -1.7242  2.9299  0.564
S  -1.7757  -0.9730  -1.4152  -0.572
N  -2.8599  0.8035  0.3674  -0.347
C  5.1413  -1.9080  -3.0278  -0.741
C  -5.9940  -0.5950  1.3967  -0.443
H  -0.2729  3.5563  -0.9257  0.458
C  2.2647  -1.6031  2.7392  -0.540
H  -3.9438  2.0158  2.1711  0.439
H  -7.5865  0.7727  4.0372  0.409
C  4.4486  -1.8670  -1.8349  -0.244
C  3.5046  2.8499  -1.2615  -0.904
O  -0.6153  -3.8293  -1.9547  -0.151
N  2.2746  -1.4674  -0.7599  0.752
H  5.0453  -1.7081  -5.1588  0.448
H  2.6258  -1.2063  -5.2043  0.453
H  1.3185  5.4301  -1.1800  0.402
C  -0.0190  -1.3889  3.4070  -0.918
C  -0.1181  -2.9415  -1.4752  0.278
C  4.4866  -1.6744  -4.2341  -0.413

The calculation puts the orbital gap (spin up / spin down) at 4.44 / 4.44 eV. As for the charge: +2. Its multiplicity is 1. As for the HOMO energy (spin up / spin down): -13.00 / -13.00 eV.


[4]
Molecular formula: C25H20BF4MoP2S2
Method: DFT, ωB97M-V with the def2-TZVPD basis set

Each line ends with the Mulliken charge.
Geometry (Å):
P  -1.3970  0.7241  -0.7624  1.009
C  0.4809  4.6269  0.5072  -0.565
C  3.4750  2.5514  -0.4715  -0.835
C  0.9839  -3.4587  0.2701  -0.354
Mo  -0.6571  -1.1710  -2.5047  -0.079
H  -6.1011  1.1578  0.4306  0.482
H  2.4509  1.5385  -2.0482  0.242
C  2.3939  0.4285  -0.1866  0.860
P  1.5183  -0.9737  -0.7917  1.810
C  0.1258  4.4743  -0.8264  -0.890
H  -3.7516  -1.4546  2.8900  0.470
C  -0.1979  2.3775  0.9932  -0.381
F  -2.7847  -2.0697  -1.8879  0.247
C  1.3842  -4.6869  0.7590  -0.871
C  0.3275  3.5835  1.4145  -0.745
H  4.4692  3.3164  1.2672  0.501
H  4.7577  -4.2755  0.6244  0.443
H  2.5286  -0.4497  1.7951  0.549
C  3.7080  -4.0368  0.5256  -0.792
H  4.0784  -2.0730  -0.2289  0.461
C  -0.5560  2.2236  -0.3540  1.064
H  -5.9033  -0.3685  2.3614  0.469
C  2.7404  -4.9734  0.8820  -0.463
F  -0.6819  -2.8667  -3.1945  -0.547
C  -2.7166  -0.5483  1.2521  -0.115
S  1.5839  -1.0103  -2.9045  -0.232
H  3.8485  1.4115  2.7100  0.480
H  0.6467  -5.4250  1.0411  0.464
C  1.9533  -2.5095  -0.0776  1.083
C  -2.8360  0.3232  0.1611  1.039
S  -1.8211  0.7279  -2.8777  -0.309
C  3.8706  2.5101  0.8628  -0.492
C  -0.2967  -0.7576  -0.7616  -0.042
H  -0.3476  1.5799  1.7134  0.446
H  0.8713  5.5768  0.8498  0.490
H  3.0499  -5.9400  1.2578  0.438
C  3.3238  -2.8016  0.0451  -0.508
B  -4.0047  -2.4116  -2.4526  0.170
H  -0.0745  -3.2427  0.1699  0.225
H  0.2364  5.2972  -1.5191  0.481
C  -0.3931  3.2688  -1.2688  -0.240
H  -4.1474  1.6276  -0.9792  0.416
C  -4.0526  0.9430  -0.1426  -0.399
C  -5.0382  -0.1733  1.7414  -0.514
F  -4.8306  -3.0081  -1.6654  -0.129
H  0.5968  3.7198  2.4529  0.497
F  -4.1785  -2.0594  -3.6871  -0.200
C  2.7780  0.3953  1.1641  -0.543
H  -0.6777  3.1677  -2.3083  0.390
C  -3.8255  -0.7874  2.0426  -0.852
C  -5.1541  0.6861  0.6538  -0.819
H  3.7669  3.3825  -1.0986  0.499
H  -1.7787  -1.0409  1.4839  0.405
C  3.5222  1.4399  1.6793  -0.891
C  2.7333  1.5141  -1.0016  -0.322

The calculation puts the orbital gap (spin up / spin down) at 5.55 / 5.55 eV. As for the charge: +3. Its multiplicity is 1. As for the HOMO energy (spin up / spin down): -18.13 / -18.13 eV.